1.
Molecular formula: C26H78O13S7
Method: DFT, wB97M-V/def2-TZVPD

ORCA input file:
```
! RIJCOSX wB97M-V def2-TZVPD def2/J DEFGRID3
* xyz 0 1
C 3.54 1.42 -5.17
C 2.68 2.57 -5.73
O 1.43 1.88 -6.06
H 3.11 0.98 -4.13
H 4.42 1.85 -4.86
H 3.68 0.50 -5.70
H 3.34 2.82 -6.64
H 2.68 3.42 -5.06
H 1.47 1.23 -6.69
C 3.47 3.80 -2.04
C 3.65 4.02 -0.58
O 4.80 3.46 -0.10
H 2.51 4.30 -2.32
H 3.40 2.74 -2.15
H 4.40 3.98 -2.68
H 2.87 3.69 0.11
H 3.87 5.14 -0.49
H 5.18 4.21 0.35
C -0.44 4.88 -1.63
C -1.19 4.19 -0.43
O -1.97 3.06 -0.83
H 0.12 4.03 -2.07
H 0.13 5.70 -1.32
H -1.29 5.16 -2.35
H -1.87 4.86 0.15
H -0.49 3.85 0.32
H -2.40 2.68 -0.08
C 3.87 -0.68 4.38
C 2.78 -0.09 3.54
O 3.25 1.12 2.97
H 4.74 -0.92 3.86
H 3.67 -1.48 4.98
H 4.31 0.10 4.93
H 1.83 -0.04 4.02
H 2.53 -0.65 2.88
H 2.64 1.40 2.30
C 0.97 -1.03 -4.66
C 0.80 -2.30 -5.29
O 0.06 -3.07 -4.32
H 1.56 -0.32 -5.30
H 1.50 -1.14 -3.76
H 0.05 -0.31 -4.68
H 1.68 -2.82 -5.23
H 0.35 -2.45 -6.26
H 0.70 -3.49 -3.80
C -2.65 -1.63 5.06
C -1.76 -0.73 4.28
O -0.58 -1.43 3.83
H -3.21 -2.46 4.53
H -3.58 -1.24 5.51
H -2.06 -2.16 5.89
H -1.44 -0.02 4.85
H -2.22 -0.32 3.37
H -0.75 -2.03 2.99
C -3.54 -4.30 -3.59
S -3.76 -2.77 -2.64
O -4.87 -3.26 -1.69
C -2.26 -2.86 -1.77
H -2.58 -4.06 -4.11
H -4.42 -4.05 -4.29
H -3.50 -5.24 -3.14
H -1.49 -2.81 -2.50
H -2.41 -3.81 -1.21
H -2.13 -1.98 -1.16
C -6.25 -3.67 2.79
S -5.77 -2.95 1.26
O -6.81 -1.78 1.16
C -4.10 -2.22 1.72
H -5.51 -4.39 3.18
H -7.00 -4.52 2.60
H -6.81 -3.10 3.55
H -3.80 -1.90 0.70
H -3.37 -2.89 2.20
H -4.18 -1.15 2.23
C 4.83 0.22 -1.71
S 4.48 -0.03 0.03
O 4.44 -1.54 0.00
C 6.18 0.22 0.62
H 4.92 1.36 -1.97
H 4.07 -0.14 -2.40
H 5.73 -0.14 -2.02
H 6.33 1.13 0.57
H 6.92 -0.38 0.07
H 6.14 0.00 1.58
C -0.02 2.70 3.47
S -0.89 3.51 4.82
O -2.19 2.69 4.94
C 0.21 2.98 6.13
H -0.43 2.59 2.31
H -0.12 1.64 3.59
H 0.96 3.18 3.45
H 0.10 1.94 6.23
H 0.00 3.44 7.06
H 1.27 3.30 5.89
C -0.58 0.01 0.69
S 0.49 1.21 -0.15
O 1.79 1.37 0.74
C 1.04 0.04 -1.43
H -1.69 0.13 0.35
H -0.57 0.38 1.62
H -0.50 -0.99 0.76
H 0.30 -0.45 -1.89
H 1.51 -0.79 -1.26
H 1.51 0.79 -2.06
C 0.76 -4.26 2.96
S -0.23 -4.43 1.38
O -1.28 -3.37 1.72
C 0.95 -3.53 0.44
H 1.72 -4.66 2.88
H 0.33 -5.01 3.46
H 0.85 -3.23 3.46
H 0.48 -3.06 -0.47
H 1.64 -4.31 0.19
H 1.34 -2.72 1.10
C -3.61 0.59 -1.64
S -4.56 2.15 -1.80
O -4.96 2.17 -3.27
C -6.04 1.51 -0.93
H -2.55 0.65 -2.09
H -4.36 -0.09 -2.24
H -3.36 0.52 -0.58
H -6.58 2.40 -0.85
H -5.82 0.99 -0.06
H -6.54 0.81 -1.65
*
```

2.
Molecular formula: C46H52F4N8S2SbSeTl
Method: DFT, wB97M-V/def2-TZVPD

ORCA input file:
```
! RIJCOSX wB97M-V def2-TZVPD def2/J DEFGRID3
* xyz -2 1
Tl 0.08 -0.25 -2.18
C -4.28 0.22 -4.94
C -3.09 0.31 -3.98
N -2.75 -0.88 -3.23
C -2.19 -1.99 -3.97
C -3.18 -2.97 -4.63
C -3.62 -1.21 -2.11
C -2.99 -0.82 -0.77
N -2.59 0.57 -0.75
C -3.49 1.53 -0.61
C -3.07 2.87 -0.88
F -1.80 3.04 -1.32
C -3.86 3.97 -0.72
F -3.35 5.20 -1.02
C -5.18 3.90 -0.27
C -5.63 2.61 -0.01
F -6.90 2.45 0.44
C -4.86 1.49 -0.18
F -5.46 0.30 0.14
H -4.59 1.23 -5.24
H -4.04 -0.34 -5.84
H -5.14 -0.26 -4.46
H -2.20 0.61 -4.54
H -3.28 1.10 -3.25
H -1.52 -1.57 -4.72
H -1.56 -2.56 -3.28
H -2.65 -3.57 -5.38
H -3.60 -3.67 -3.90
H -4.00 -2.46 -5.12
H -4.59 -0.70 -2.20
H -3.82 -2.29 -2.10
H -3.67 -1.11 0.04
H -2.08 -1.42 -0.66
H -5.79 4.77 -0.12
S 0.90 -0.25 -4.94
C 2.27 0.86 -5.00
C 3.11 0.80 -6.12
C 4.20 1.64 -6.29
C 4.49 2.58 -5.31
C 3.68 2.65 -4.19
C 2.57 1.81 -4.00
S 1.63 2.04 -2.52
H 2.88 0.06 -6.88
H 4.82 1.56 -7.18
H 5.33 3.25 -5.41
H 3.89 3.37 -3.41
C 2.68 1.82 5.24
C 2.86 0.79 4.33
C 2.16 0.79 3.13
C 1.25 1.80 2.81
C 1.08 2.83 3.74
C 1.78 2.84 4.94
Sb 0.12 1.78 0.91
C -1.70 1.91 2.07
C -2.23 0.67 2.42
C -3.40 0.55 3.16
C -4.07 1.70 3.56
C -3.57 2.94 3.23
C -2.39 3.05 2.49
C 0.66 3.85 0.64
C -0.22 4.93 0.50
C 0.27 6.22 0.29
C 1.63 6.44 0.21
C 2.51 5.37 0.32
C 2.03 4.09 0.54
H 3.22 1.83 6.18
H 3.57 0.00 4.55
H 2.33 -0.01 2.42
H 0.39 3.63 3.52
H 1.63 3.65 5.64
H -1.74 -0.23 2.06
H -3.79 -0.43 3.40
H -5.00 1.61 4.12
H -4.10 3.84 3.52
H -2.02 4.04 2.25
H -1.28 4.77 0.50
H -0.43 7.04 0.17
H 2.01 7.44 0.02
H 3.58 5.53 0.22
H 2.72 3.26 0.60
C 3.22 -2.97 4.22
C 4.52 -3.21 3.46
C 5.42 -1.97 3.50
C 4.27 -3.67 2.03
N 3.61 -2.67 1.21
C 2.33 -2.36 1.04
N 2.23 -1.35 0.20
N 3.51 -1.07 -0.17
N 4.34 -1.85 0.43
H 3.42 -2.62 5.24
H 2.63 -3.89 4.30
H 2.61 -2.21 3.73
H 5.05 -4.04 3.94
H 4.94 -1.12 3.02
H 6.36 -2.15 2.98
H 5.65 -1.69 4.53
H 3.64 -4.57 2.03
H 5.21 -3.90 1.53
H 1.51 -2.85 1.53
C -1.68 -4.04 1.95
N -0.50 -4.70 1.43
C 0.59 -5.14 2.16
C 1.53 -5.54 1.27
N 1.01 -5.34 0.01
C 1.73 -5.44 -1.25
C -0.25 -4.83 0.09
Se -1.40 -4.47 -1.28
H -1.72 -4.21 3.03
H -2.56 -4.45 1.46
H -1.65 -2.97 1.74
H 0.60 -5.14 3.23
H 2.49 -5.98 1.42
H 2.68 -5.93 -1.06
H 1.89 -4.44 -1.67
H 1.14 -6.01 -1.97
*
```

3.
Molecular formula: C5H12CaO3
Method: DFT, wB97M-V/def2-TZVPD

ORCA input file:
```
! RIJCOSX wB97M-V def2-TZVPD def2/J DEFGRID3
* xyz 0 1
C -3.03 -1.01 -0.92
O -2.84 0.30 -0.45
H -2.09 -1.44 -1.30
H -3.41 -1.67 -0.13
H -3.76 -0.96 -1.74
H -2.31 1.52 0.62
C -1.94 0.40 0.75
O -0.60 0.13 0.48
C 0.13 1.01 -0.38
C 1.57 0.98 0.05
O 1.97 -0.37 0.14
C 3.35 -0.55 0.39
H -2.29 -0.26 1.56
H -0.26 2.04 -0.30
H 0.01 0.67 -1.42
H 1.70 1.48 1.02
H 2.19 1.51 -0.70
H 3.51 -1.61 0.64
H 3.93 -0.29 -0.51
H 3.68 0.07 1.23
Ca 0.48 -1.95 0.97
*
```

no.,HOMO-LUMO gap (eV),total energy (eV)
1,8.30,-130671.8440
2,3.89,-169583.4432
3,4.71,-29956.4500